{
  "formula": "C7H12",
  "method": "ωB97M-V/def2-TZVPD",
  "multiplicity": 1,
  "smiles": "C=C(/C=C/C)CC",
  "lumo_ev": 1.039,
  "relative_energy_kj_mol": 147.13,
  "homo_ha": -0.3096,
  "symbols": ["C", "C", "C", "C", "C", "C", "C", "H", "H", "H", "H", "H", "H", "H", "H", "H", "H", "H", "H"],
  "xyz": [[-2.148, -1.253, -0.740], [-1.545, 0.087, -1.216], [-0.591, 0.621, -0.205], [-0.894, 1.665, 0.590], [2.982, -0.499, 0.792], [1.518, -0.144, 0.958], [0.686, -0.108, -0.079], [-2.077, -1.283, 0.357], [-1.518, -2.128, -0.927], [-3.188, -1.397, -1.010], [-0.983, -0.099, -2.147], [-2.292, 0.757, -1.643], [-1.800, 2.220, 0.386], [-0.254, 1.939, 1.412], [3.203, -1.576, 0.833], [3.221, -0.235, -0.231], [3.543, -0.056, 1.610], [1.195, 0.334, 1.876], [0.880, -0.584, -1.045]]
}


{
  "formula": "C7H12",
  "method": "ωB97M-V/def2-TZVPD",
  "multiplicity": 1,
  "lumo_ev": [-0.568, 0.511],
  "relative_energy_kj_mol": 627.63,
  "homo_ha": [-0.2855, -0.2894],
  "symbols": ["C", "C", "C", "C", "C", "C", "C", "H", "H", "H", "H", "H", "H", "H", "H", "H", "H", "H", "H"],
  "xyz": [[0.365, -1.810, 1.572], [0.949, -1.847, 0.265], [0.387, -0.454, -0.364], [0.735, 0.005, -1.829], [0.012, 1.263, -1.792], [-0.685, 1.964, -1.021], [-1.404, 2.586, -0.067], [0.885, -1.368, 2.416], [-0.908, 0.328, 1.726], [-0.613, -2.239, 1.769], [2.040, -1.792, 0.257], [0.589, -2.661, -0.369], [0.737, 0.331, 0.299], [-0.696, -0.511, -0.304], [1.815, 0.125, -1.967], [0.355, -0.702, -2.573], [-1.135, 0.992, 1.393], [-2.484, 2.478, -0.011], [-0.944, 3.310, 0.601]]
}


{
  "formula": "C7H12",
  "method": "ωB97M-V/def2-TZVPD",
  "multiplicity": 1,
  "lumo_ev": 0.188,
  "relative_energy_kj_mol": 394.07,
  "homo_ha": -0.2755,
  "symbols": ["C", "C", "C", "C", "C", "C", "C", "H", "H", "H", "H", "H", "H", "H", "H", "H", "H", "H", "H"],
  "xyz": [[2.526, -0.315, -0.869], [0.183, -0.316, -1.432], [-0.373, -1.018, -0.203], [-1.418, -0.057, 0.408], [-1.350, 0.036, 1.924], [-1.104, 1.238, -0.283], [-0.160, 1.089, -1.233], [2.387, 0.286, 0.036], [2.888, -1.303, -0.568], [3.273, 0.187, -1.488], [1.558, -0.535, -1.603], [-0.803, -2.000, -0.434], [0.414, -1.198, 0.542], [-2.423, -0.395, 0.116], [-0.349, 0.371, 2.224], [-1.534, -0.945, 2.375], [-2.090, 0.749, 2.300], [-1.617, 2.169, -0.039], [0.179, 1.897, -1.876]]
}


{
  "formula": "C7H12AsF6MnO15S",
  "method": "ωB97M-V/def2-TZVPD",
  "multiplicity": 6,
  "s_squared": 8.75,
  "charge": -3,
  "lumo_ev": [5.594, 5.590],
  "relative_energy_kj_mol": 326.00,
  "homo_ha": [0.0488, 0.0489],
  "symbols": ["Mn", "O", "C", "O", "O", "H", "O", "C", "O", "O", "H", "O", "C", "O", "O", "H", "O", "C", "O", "O", "H", "As", "F", "F", "F", "F", "F", "F", "O", "S", "O", "O", "C", "C", "C", "H", "H", "H", "H", "H", "H", "H", "H"],
  "xyz": [[-0.437, -0.960, -0.538], [1.995, -4.545, -1.029], [1.060, -3.682, -0.742], [1.283, -2.502, -0.549], [-0.077, -4.152, -0.498], [2.807, -4.040, -1.117], [-3.655, -2.248, -2.753], [-2.628, -2.803, -2.069], [-2.749, -3.979, -1.659], [-1.608, -2.153, -1.952], [-4.060, -3.119, -2.782], [-2.959, -2.202, 2.858], [-2.194, -2.704, 1.894], [-2.177, -3.950, 1.685], [-1.511, -2.002, 1.175], [-3.359, -2.973, 3.266], [-2.705, 2.614, -0.866], [-2.551, 1.373, -1.196], [-3.194, 0.983, -2.158], [-1.771, 0.718, -0.625], [-2.192, 2.489, -0.065], [1.567, 1.300, -2.811], [0.482, 0.061, -2.078], [2.715, 0.903, -1.454], [2.699, 2.483, -3.422], [0.290, 1.789, -3.960], [0.870, 2.541, -1.723], [2.275, -0.066, -3.826], [1.293, -0.634, 3.211], [1.371, 0.330, 2.083], [0.876, -0.041, 0.778], [0.857, 1.861, 2.538], [0.918, 2.904, 1.566], [0.323, 4.169, 2.278], [3.188, 0.743, 1.917], [0.196, 2.700, 0.776], [1.804, 3.092, 0.960], [0.905, 4.437, 3.160], [-0.697, 3.881, 2.532], [0.261, 5.050, 1.639], [3.670, -0.202, 1.668], [3.573, 1.151, 2.852], [3.250, 1.384, 1.038]]
}


{
  "formula": "C7H12B11Br6ClO4Ti",
  "method": "ωB97M-V/def2-TZVPD",
  "multiplicity": 3,
  "s_squared": 2.01,
  "charge": 2,
  "lumo_ev": [-8.202, -11.168],
  "relative_energy_kj_mol": 0.00,
  "homo_ha": [-0.5809, -0.5777],
  "symbols": ["Ti", "C", "C", "C", "C", "C", "C", "H", "H", "H", "H", "H", "H", "Br", "B", "B", "C", "B", "B", "B", "B", "B", "Br", "B", "Br", "B", "Br", "B", "Br", "B", "Br", "H", "H", "H", "H", "H", "H", "O", "Cl", "O", "O", "O"],
  "xyz": [[-0.172, 0.011, 0.213], [0.737, 2.089, -0.885], [0.061, 1.363, -1.873], [-1.309, 1.096, -1.739], [-1.996, 1.534, -0.606], [-1.308, 2.225, 0.402], [0.056, 2.508, 0.262], [1.795, 2.284, -0.996], [0.603, 0.989, -2.731], [-1.828, 0.533, -2.505], [-3.046, 1.303, -0.481], [-1.829, 2.518, 1.306], [0.583, 3.027, 1.052], [-0.058, -2.037, -1.412], [1.741, -2.894, -1.256], [2.485, -3.790, -2.608], [3.584, -4.665, -1.611], [1.972, -4.653, -1.026], [3.478, -4.885, 0.096], [4.947, -4.178, -0.766], [4.306, -3.497, -2.532], [3.129, -2.160, -2.174], [2.970, -0.590, -3.299], [4.636, -2.358, -1.073], [6.148, -1.231, -1.183], [4.139, -3.223, 0.510], [4.933, -2.753, 2.181], [2.291, -3.547, 0.366], [1.148, -3.345, 1.893], [3.021, -2.031, -0.368], [2.591, -0.313, 0.497], [2.013, -4.130, -3.630], [3.382, -3.722, -1.136], [1.201, -5.539, -1.101], [3.603, -5.906, 0.664], [6.022, -4.656, -0.776], [5.051, -3.583, -3.438], [-1.162, -1.618, 3.360], [-1.359, -0.493, 2.567], [-1.715, -0.888, 1.137], [-2.269, 0.455, 3.045], [-0.032, 0.177, 2.222]]
}


{
  "formula": "C7H12BClO5V",
  "method": "ωB97M-V/def2-TZVPD",
  "multiplicity": 1,
  "charge": 1,
  "lumo_ev": -10.581,
  "homo_ha": -0.4741,
  "symbols": ["C", "C", "C", "Cl", "B", "C", "C", "O", "O", "C", "C", "O", "H", "H", "H", "H", "H", "H", "H", "H", "H", "H", "H", "H", "O", "V", "O"],
  "xyz": [[-0.490, -1.909, 0.484], [-1.805, -0.931, 0.486], [-1.886, 0.127, 1.737], [-3.453, 1.141, 1.440], [-0.659, 1.221, 1.807], [0.812, 0.989, 2.513], [2.059, 0.832, 1.450], [3.031, -0.056, 1.795], [2.220, 1.564, 0.183], [1.644, 0.840, -0.961], [0.374, 1.601, -1.735], [2.023, -0.355, -1.422], [-0.386, -2.391, -0.603], [0.530, -1.376, 0.695], [-0.695, -2.793, 1.224], [-2.759, -1.640, 0.590], [-1.970, -0.358, -0.546], [-2.023, -0.461, 2.760], [-0.851, 2.299, 1.320], [0.692, 0.072, 3.253], [1.018, 1.948, 3.192], [0.234, 2.674, -1.289], [0.674, 1.658, -2.888], [-0.640, 0.996, -1.626], [1.973, -2.922, -5.384], [0.768, -1.897, -4.619], [-0.437, -0.873, -3.855]]
}